1.
The following is a quantum chemistry calculation of a structure of composition C31H62FO36S9 at a distorted geometry, from the OMol25 dataset.

Highest occupied orbital energy: -1.6035 eV
Orbital gap: 2.67 eV

```
! RIJCOSX wB97M-V def2-TZVPD def2/J DEFGRID3
* xyz -1 1
C 4.734 -1.891 -0.299
C 5.113 -1.022 -1.654
C 4.100 -1.357 -2.908
C 3.650 0.004 -3.707
C 2.721 0.852 -2.628
C 1.631 1.787 -3.387
C 0.096 1.621 -2.844
C -0.050 1.591 -1.230
C -1.504 1.130 -0.666
C -2.616 0.785 -1.797
C -3.973 0.096 -1.142
C -4.588 -0.779 -2.393
C -3.873 -2.246 -2.559
F -3.399 -2.335 -3.955
H 4.742 -3.037 -0.540
H 5.515 -1.599 0.526
H 3.659 -1.567 -0.009
H 6.220 -1.273 -1.958
H 5.053 0.099 -1.326
H 3.163 -1.856 -2.415
H 4.580 -2.163 -3.605
H 3.045 -0.284 -4.655
H 4.649 0.575 -3.953
H 3.488 1.558 -2.079
H 2.279 0.064 -1.907
H 1.903 2.917 -3.409
H 1.625 1.435 -4.513
H -0.358 0.716 -3.401
H -0.478 2.578 -3.219
H 0.110 2.697 -0.864
H 0.750 0.959 -0.673
H -1.970 1.918 0.065
H -1.328 0.159 -0.025
H -2.197 -0.037 -2.533
H -2.893 1.775 -2.359
H -3.640 -0.621 -0.273
H -4.307 -0.164 -3.358
H -5.728 -0.970 -2.313
H -4.561 -3.140 -2.282
H -2.921 -2.250 -1.880
C 9.091 1.686 -5.293
C 7.838 2.412 -4.820
O 7.151 1.471 -3.998
S 8.244 0.522 -3.253
O 8.464 1.045 -1.931
O 7.900 -0.850 -3.504
O 9.529 0.909 -4.174
H 8.862 1.002 -6.114
H 9.875 2.378 -5.606
H 7.205 2.732 -5.650
H 8.093 3.278 -4.202
C -6.970 1.003 0.786
C -6.545 0.794 2.233
O -6.634 2.084 2.838
S -7.843 2.915 2.134
O -9.015 2.792 2.963
O -7.327 4.183 1.695
O -8.037 1.956 0.837
H -6.157 1.433 0.194
H -7.309 0.076 0.317
H -5.531 0.398 2.315
H -7.238 0.128 2.755
C 0.149 5.118 2.758
C -0.178 3.660 3.055
O 0.446 2.918 2.010
S 1.802 3.689 1.550
O 2.917 3.080 2.224
O 1.757 3.878 0.127
O 1.491 5.114 2.271
H -0.498 5.515 1.969
H 0.068 5.749 3.645
H -1.253 3.470 3.074
H 0.263 3.343 4.006
C -7.798 0.902 7.487
C -7.223 2.167 6.864
O -5.822 1.919 6.745
S -5.586 0.332 6.478
O -5.425 0.134 5.064
O -4.646 -0.157 7.450
O -7.074 -0.176 6.894
H -7.621 0.878 8.567
H -8.867 0.796 7.292
H -7.407 3.053 7.474
H -7.623 2.330 5.858
C -11.833 0.071 -1.922
C -11.784 1.209 -2.936
O -10.848 2.143 -2.403
S -9.705 1.331 -1.571
O -8.566 1.154 -2.430
O -9.610 1.898 -0.254
O -10.490 -0.091 -1.469
H -12.454 0.336 -1.061
H -12.201 -0.858 -2.363
H -12.758 1.680 -3.080
H -11.402 0.861 -3.901
C -4.933 -0.036 12.163
C -4.897 -1.031 11.010
O -6.059 -1.842 11.183
S -7.238 -0.942 11.850
O -8.101 -0.479 10.797
O -7.726 -1.624 13.017
O -6.309 0.305 12.329
H -4.581 -0.495 13.092
H -4.341 0.858 11.954
H -3.995 -1.645 11.018
H -4.983 -0.521 10.046
C 11.861 -3.166 -6.119
C 10.384 -3.432 -5.850
O 10.059 -2.617 -4.725
S 10.961 -1.265 -4.770
O 10.172 -0.215 -5.360
O 11.629 -1.122 -3.506
O 12.046 -1.772 -5.875
H 12.495 -3.721 -5.422
H 12.145 -3.414 -7.144
H 10.184 -4.483 -5.635
H 9.765 -3.108 -6.692
C 15.493 -2.219 -6.212
C 16.067 -0.947 -6.824
O 17.467 -1.193 -6.946
S 17.704 -2.778 -7.227
O 17.865 -2.965 -8.644
O 18.644 -3.275 -6.262
O 16.216 -3.291 -6.814
H 15.670 -2.252 -5.133
H 14.424 -2.324 -6.407
H 15.882 -0.067 -6.206
H 15.665 -0.777 -7.828
C -7.055 -4.517 3.519
C -7.622 -3.989 4.831
O -8.129 -2.692 4.521
S -8.665 -2.685 2.985
O -10.088 -2.893 3.005
O -8.045 -1.591 2.292
O -7.957 -4.069 2.508
H -6.071 -4.085 3.313
H -6.982 -5.606 3.510
H -6.868 -3.930 5.617
H -8.459 -4.605 5.175
*
```

2.
The following is a quantum chemistry calculation of a cluster of 6 separate species, C29H60N3O7 in total at a distorted geometry, from the OMol25 dataset.

Energy above the lowest of the compared OMol25 structures with the same formula, charge and spin: 0.0000 eV
Highest occupied orbital energy: -11.1528 eV
Orbital gap: 8.05 eV

```
! RIJCOSX wB97M-V def2-TZVPD def2/J DEFGRID3
* xyz 1 1
C -3.386 7.471 -5.219
C -2.167 6.631 -5.504
O -1.033 6.995 -5.312
N -2.447 5.373 -6.061
C -1.354 4.394 -5.984
C -1.912 2.974 -5.902
C -0.907 1.948 -6.419
C -1.449 0.518 -6.534
C -1.225 -0.441 -5.360
N -2.092 -1.660 -5.662
C -3.441 -1.407 -4.979
C -3.271 -0.162 -4.108
C -1.753 -0.090 -3.965
C -1.118 1.075 -3.192
C -0.168 0.539 -2.123
C 0.591 1.646 -1.415
O 0.397 2.803 -1.663
N 1.587 1.245 -0.459
C 1.295 0.031 0.231
C 2.039 -1.128 0.039
C 1.707 -2.295 0.715
C 0.618 -2.325 1.571
C -0.122 -1.163 1.772
C 0.219 0.014 1.114
H -4.134 7.335 -6.000
H -3.839 7.145 -4.281
H -3.097 8.514 -5.150
H -3.282 5.010 -5.613
H -0.725 4.619 -5.121
H -0.751 4.486 -6.890
H -2.808 2.921 -6.530
H -2.190 2.772 -4.866
H -0.630 2.262 -7.427
H 0.016 1.961 -5.833
H -0.987 0.048 -7.407
H -2.527 0.580 -6.723
H -0.181 -0.751 -5.302
H -2.235 -1.766 -6.664
H -1.664 -2.495 -5.274
H -3.622 -2.274 -4.345
H -4.246 -1.390 -5.708
H -3.669 -0.429 -3.128
H -3.756 0.735 -4.486
H -1.531 -0.980 -3.357
H -1.917 1.630 -2.696
H -0.593 1.779 -3.827
H 0.579 -0.122 -2.582
H -0.732 -0.062 -1.408
H 2.466 1.135 -0.957
H 2.891 -1.120 -0.633
H 2.301 -3.187 0.557
H 0.349 -3.231 2.096
H -0.973 -1.167 2.442
H -0.343 0.927 1.272
C 0.642 -0.773 6.463
C 2.019 -0.862 5.838
O 1.989 -1.546 4.576
H 0.222 -1.769 6.611
H 0.679 -0.270 7.428
H -0.041 -0.215 5.815
H 2.695 -1.432 6.474
H 2.451 0.132 5.697
H 1.410 -1.040 3.996
C -3.648 -4.570 -0.602
C -3.537 -3.738 -1.861
O -2.673 -2.604 -1.699
H -4.014 -3.959 0.222
H -4.331 -5.406 -0.747
H -2.674 -4.973 -0.317
H -4.505 -3.319 -2.136
H -3.177 -4.348 -2.698
H -1.803 -2.922 -1.430
C -0.719 -4.096 9.044
C -1.736 -3.181 9.702
O -2.004 -2.019 8.923
H 0.213 -3.560 8.865
H -0.508 -4.963 9.671
H -1.090 -4.457 8.081
H -1.358 -2.813 10.654
H -2.666 -3.725 9.898
H -2.357 -2.306 8.076
C 4.463 2.689 3.608
C 4.881 2.681 5.069
O 4.671 1.407 5.673
H 3.407 2.437 3.507
H 4.641 3.659 3.142
H 5.046 1.936 3.072
H 4.295 3.396 5.643
H 5.936 2.957 5.165
H 5.207 0.757 5.202
C 5.506 -1.081 2.151
C 5.734 -2.257 3.078
O 5.298 -1.958 4.400
H 6.034 -0.202 2.523
H 5.835 -1.284 1.130
H 4.437 -0.847 2.130
H 6.793 -2.499 3.148
H 5.209 -3.146 2.709
H 4.347 -1.782 4.369
*
```

3.
The following is a quantum chemistry calculation of a cluster of 5 separate species, H11NO4 in total at a distorted geometry, from the OMol25 dataset.

Energy above the lowest of the compared OMol25 structures with the same formula, charge and spin: 0.9871 eV
Highest occupied orbital energy: -10.8656 eV
Orbital gap: 11.66 eV

```
! RIJCOSX wB97M-V def2-TZVPD def2/J DEFGRID3
* xyz 0 1
N -0.385 -0.414 -2.005
H -0.818 0.505 -1.760
H 0.350 -0.098 -2.668
H -1.033 -0.931 -2.646
O -0.313 1.701 1.607
H 0.039 0.817 1.698
H 0.012 2.220 2.397
O -0.610 -1.207 2.428
H -1.140 -1.856 2.914
H -0.578 -1.614 1.582
O 0.126 -2.758 -0.419
H 0.902 -3.355 -0.507
H 0.096 -1.997 -0.925
O 1.221 2.687 -0.797
H 0.476 2.757 -0.118
H 1.655 3.543 -0.782
*
```

4.
The following is a quantum chemistry calculation of a structure of composition C13H18NO5S2Yb at a distorted geometry, from the OMol25 dataset.

Energy above the lowest of the compared OMol25 structures with the same formula, charge and spin: 4.8185 eV
Highest occupied orbital energy (spin up / spin down): -14.6149 / -14.5684 eV
<S²>: 0.7691
Orbital gap (spin up / spin down): 7.67 / 3.21 eV

```
! RIJCOSX wB97M-V def2-TZVPD def2/J DEFGRID3
* xyz 2 2
Yb -0.184 -0.669 -0.334
C 1.942 -3.405 -1.171
O 1.354 -2.569 -0.152
C 1.380 -3.211 1.137
C 0.949 -2.219 2.179
O -0.296 -1.577 1.829
C -1.540 -2.202 2.212
C -2.037 -3.130 1.138
O -1.902 -2.472 -0.131
C -2.559 -3.211 -1.182
H 2.985 -3.595 -0.930
H 1.880 -2.876 -2.116
H 1.397 -4.345 -1.235
H 2.395 -3.541 1.361
H 0.733 -4.087 1.103
H 1.679 -1.415 2.248
H 0.869 -2.694 3.156
H -2.242 -1.384 2.354
H -1.422 -2.723 3.161
H -3.087 -3.359 1.325
H -1.484 -4.070 1.106
H -3.620 -3.298 -0.964
H -2.115 -4.202 -1.270
H -2.426 -2.665 -2.110
O -0.433 6.146 1.709
S -0.930 5.120 0.868
O -2.298 4.989 0.507
N -0.496 3.616 1.605
C 0.201 2.936 0.762
S 0.528 1.302 1.261
C 0.607 3.573 -0.510
C 1.388 3.097 -1.546
C 1.661 3.946 -2.611
C 1.166 5.248 -2.625
C 0.370 5.729 -1.588
C 0.105 4.865 -0.547
H 1.818 2.107 -1.515
H 2.283 3.607 -3.428
H 1.406 5.900 -3.455
H -0.024 6.738 -1.601
*
```

5.
The following is a quantum chemistry calculation of an isolated molecule of C7H11NO at a distorted geometry, from the OMol25 dataset.

Energy above the lowest of the compared OMol25 structures with the same formula, charge and spin: 3.8928 eV
Highest occupied orbital energy: -8.0424 eV
Orbital gap: 8.90 eV

```
! RIJCOSX wB97M-V def2-TZVPD def2/J DEFGRID3
* xyz 0 1
C 1.331 1.396 0.398
C 0.077 1.158 1.273
C -0.974 0.370 0.626
C -1.256 0.421 -0.683
C -0.300 0.239 -1.788
C 0.492 -0.873 -1.754
N 0.398 -1.766 -0.783
C 0.153 -1.645 0.443
O -0.498 -2.538 1.211
H 0.999 1.757 -0.531
H 1.808 0.462 -0.014
H 1.976 2.174 0.871
H -0.370 2.064 1.524
H 0.539 0.683 2.167
H -1.897 0.375 1.246
H -2.238 0.336 -0.950
H -0.603 0.809 -2.654
H 0.871 -1.254 -2.659
H 0.551 -0.926 1.208
H -1.059 -3.242 0.848
*
```

6.
The following is a quantum chemistry calculation of a cluster of 2 separate species, C5H11O2 in total at a distorted geometry, from the OMol25 dataset.

Energy above the lowest of the compared OMol25 structures with the same formula, charge and spin: 1.3034 eV
Highest occupied orbital energy (spin up / spin down): -10.5707 / -10.4086 eV
<S²>: 0.7556
Orbital gap (spin up / spin down): 11.41 / 7.02 eV

```
! RIJCOSX wB97M-V def2-TZVPD def2/J DEFGRID3
* xyz 0 2
C -0.881 1.472 1.956
C -1.240 1.911 0.567
H 0.201 1.730 2.126
H -1.270 2.081 2.771
H -0.750 0.362 2.011
H -2.286 2.005 0.313
H -0.726 1.234 -0.192
H -0.678 2.811 0.295
C 1.214 -1.423 -1.548
C -0.189 -0.841 -1.221
C 1.623 -2.034 -0.156
O 2.344 -1.351 0.575
O 1.228 -3.200 -0.047
H 1.237 -2.124 -2.376
H 1.940 -0.598 -1.725
H -0.136 0.218 -0.881
H -0.683 -1.477 -0.463
H -0.950 -0.777 -2.004
*
```

7.
The following is a quantum chemistry calculation of an isolated molecule of C2H6O4P2S2 at a distorted geometry, from the OMol25 dataset.

Highest occupied orbital energy (spin up / spin down): -5.0274 / -9.4760 eV
<S²>: 2.0107
Orbital gap (spin up / spin down): 5.44 / 5.56 eV

```
! RIJCOSX wB97M-V def2-TZVPD def2/J DEFGRID3
* xyz 0 3
C 2.941 2.021 -0.422
C -2.877 -1.757 -0.207
O 0.665 -0.855 0.993
O -0.162 -3.324 0.347
O 1.886 1.103 -0.046
O -1.702 -1.233 0.401
P 1.880 -0.437 -0.096
P -0.217 -1.922 0.218
S 3.625 -1.196 0.222
S 0.539 -1.128 -1.607
H 3.821 1.405 -0.603
H 3.176 2.505 0.550
H 2.760 2.786 -1.315
H -3.190 -1.056 -1.035
H -3.660 -1.855 0.428
H -2.652 -2.686 -0.639
*
```

8.
The following is a quantum chemistry calculation of a cluster of 3 separate species, C7H17NO2 in total at a distorted geometry, from the OMol25 dataset.

Energy above the lowest of the compared OMol25 structures with the same formula, charge and spin: 0.0000 eV
Highest occupied orbital energy (spin up / spin down): -13.5648 / -17.0144 eV
<S²>: 2.0138
Orbital gap (spin up / spin down): 4.24 / 7.69 eV

```
! RIJCOSX wB97M-V def2-TZVPD def2/J DEFGRID3
* xyz 2 3
C 3.754 -2.546 0.064
C -8.539 -0.176 -0.299
C 1.022 0.099 0.144
C 4.593 3.234 0.133
C 4.899 -1.610 -0.016
C -8.576 0.424 0.971
C 4.861 0.921 -0.189
N 4.500 -0.252 0.469
O 3.602 -0.173 1.309
O 4.233 2.013 0.316
H 3.834 -3.328 -0.656
H 3.884 -2.914 1.138
H 2.677 -2.145 -0.131
H -8.906 -1.141 -0.469
H -8.956 1.530 0.990
H -9.208 0.075 1.796
H 1.127 0.899 -0.583
H 1.620 -0.814 -0.336
H 1.465 0.531 1.034
H 5.486 3.593 -0.399
H -0.090 -0.036 0.320
H 3.949 4.023 0.425
H 5.209 -1.318 -0.986
H 5.809 -2.055 0.473
H -8.026 0.156 -1.194
H -7.621 0.929 1.353
H 5.457 1.125 -1.053
*
```

The records above give, respectively, E_tot values of -207077.5942, -49842.5315, -9858.7319, -78681.9475, -10971.3833, -9455.1448, -50607.9105, -13093.8052 eV.